Entry 1:
{
  "formula": "C43H39Cl56F2NO4S",
  "method": "ωB97M-V/def2-TZVPD",
  "symbols": ["C", "C", "C", "C", "C", "C", "C", "C", "C", "C", "C", "C", "C", "C", "C", "C", "C", "S", "C", "C", "C", "O", "C", "N", "C", "O", "F", "C", "O", "F", "C", "C", "C", "C", "C", "C", "O", "H", "H", "H", "H", "H", "H", "H", "H", "H", "H", "H", "H", "H", "H", "H", "H", "H", "H", "H", "H", "H", "H", "H", "H", "H", "H", "H", "H", "H", "H", "H", "H", "H", "H", "H", "H", "H", "H", "H", "C", "Cl", "Cl", "Cl", "Cl", "C", "Cl", "Cl", "Cl", "Cl", "C", "Cl", "Cl", "Cl", "Cl", "C", "Cl", "Cl", "Cl", "Cl", "C", "Cl", "Cl", "Cl", "Cl", "C", "Cl", "Cl", "Cl", "Cl", "C", "Cl", "Cl", "Cl", "Cl", "C", "Cl", "Cl", "Cl", "Cl", "C", "Cl", "Cl", "Cl", "Cl", "C", "Cl", "Cl", "Cl", "Cl", "C", "Cl", "Cl", "Cl", "Cl", "C", "Cl", "Cl", "Cl", "Cl", "C", "Cl", "Cl", "Cl", "Cl", "C", "Cl", "Cl", "Cl", "Cl"],
  "xyz": [[-4.2098, -5.0588, 3.4932], [-2.9058, -5.8471, 3.7615], [-1.9743, -5.8529, 2.5490], [-1.6165, -4.4612, 2.0121], [-1.2606, -3.4543, 3.1163], [-0.5163, -2.2703, 2.5323], [0.8236, -2.4835, 2.2357], [1.6469, -1.5117, 1.6842], [3.0925, -1.8878, 1.4553], [3.9485, -1.6654, 2.7411], [3.3555, -0.7087, 3.7731], [4.3853, -0.3120, 4.8569], [3.6141, 0.1695, 6.0838], [1.0622, -0.2697, 1.3947], [-0.3046, -0.0215, 1.6422], [-1.0991, -1.0208, 2.2330], [-2.5654, -0.8309, 2.5627], [-3.6006, -1.5557, 1.2456], [-4.4581, -0.1891, 0.3897], [-3.9747, -0.0782, -1.0707], [-0.8856, 1.3104, 1.2848], [-1.9922, 1.6549, 1.6426], [-0.0637, 2.2452, 0.4362], [-0.6034, 3.4808, -0.1167], [-1.6785, 3.3638, -1.0447], [-1.6910, 3.9505, -2.0721], [-2.6812, 2.5663, -0.7205], [-0.7574, 4.5226, 0.8522], [-0.2745, 5.5919, 0.7066], [-1.4306, 4.2341, 1.9489], [1.2363, 2.0142, 0.2102], [2.1150, 2.9158, -0.5982], [2.4725, 2.3127, -1.9594], [3.4096, 3.2732, -2.6968], [1.2262, 2.0922, -2.8382], [1.8933, 0.8211, 0.8321], [3.1059, 0.8145, 0.8942], [-4.3851, -4.9882, 2.4207], [-5.0639, -5.5872, 3.9122], [-4.1617, -4.0658, 3.9318], [-2.4138, -5.4840, 4.6625], [-3.1853, -6.8844, 3.9519], [-2.4480, -6.4169, 1.7437], [-1.0658, -6.4033, 2.8063], [-0.7022, -4.5934, 1.4283], [-2.3659, -4.0949, 1.3156], [-2.1089, -3.1830, 3.7320], [-0.5564, -3.9663, 3.7767], [1.2547, -3.4535, 2.4601], [3.0864, -2.9637, 1.2785], [3.5200, -1.3837, 0.6032], [4.0373, -2.6271, 3.2510], [4.9610, -1.3452, 2.4957], [3.0416, 0.2234, 3.3071], [2.5276, -1.1713, 4.3071], [5.0109, 0.4962, 4.4854], [4.9434, -1.2115, 5.1208], [2.9064, -0.5799, 6.4370], [3.0432, 1.0715, 5.8547], [4.2799, 0.4276, 6.9086], [-2.8310, 0.1840, 2.8141], [-2.7870, -1.4260, 3.4394], [-4.2947, 0.7380, 0.9285], [-5.5149, -0.4439, 0.4011], [-3.0580, 0.5057, -1.0753], [-4.7382, 0.3360, -1.7231], [-3.6826, -1.0668, -1.4061], [3.0576, 3.0074, -0.0515], [1.7085, 3.9177, -0.6857], [3.0149, 1.3743, -1.8530], [2.9928, 4.2801, -2.7594], [3.5803, 2.9348, -3.7159], [4.3824, 3.3423, -2.2099], [0.5775, 2.9615, -2.7468], [0.7031, 1.1927, -2.5095], [1.5199, 1.9752, -3.8781], [1.6730, 4.0701, 7.3082], [3.4113, 4.2174, 7.0342], [1.3556, 2.6836, 8.3626], [1.0714, 5.5395, 8.0780], [0.8484, 3.8313, 5.7638], [0.8314, -1.1718, 10.9123], [1.0934, 0.2616, 9.9089], [2.3267, -1.5760, 11.7587], [-0.4435, -0.8422, 12.0879], [0.3511, -2.5255, 9.8836], [-6.2642, -3.9981, -1.6111], [-5.6939, -5.2143, -2.7629], [-6.9498, -2.6293, -2.4926], [-7.4937, -4.7092, -0.5619], [-4.9049, -3.4164, -0.6466], [-5.4151, 4.7227, 1.4737], [-4.4516, 3.2647, 1.7054], [-6.8635, 4.6500, 2.4826], [-4.4598, 6.1426, 1.9083], [-5.8883, 4.8378, -0.2290], [-10.8147, 3.4269, 0.9762], [-9.4247, 4.3609, 0.4248], [-10.7980, 3.3435, 2.7426], [-12.3078, 4.2038, 0.4388], [-10.7289, 1.7923, 0.3110], [5.0143, 3.5021, -7.0032], [5.7060, 2.4973, -5.7234], [6.0162, 4.9408, -7.1811], [4.9684, 2.5677, -8.5115], [3.3727, 3.9766, -6.5640], [5.0883, -5.3963, 4.9652], [6.1268, -4.8310, 3.6558], [3.7405, -6.3139, 4.2784], [6.0153, -6.4350, 6.0501], [4.4550, -4.0141, 5.8684], [5.7579, -0.5356, -2.0689], [7.4503, -1.0401, -2.0721], [5.4246, 0.4368, -0.6389], [5.3948, 0.4461, -3.4885], [4.7095, -1.9598, -2.0666], [5.7955, 6.2914, -1.7448], [5.8849, 5.5343, -3.3371], [6.8960, 7.6710, -1.6825], [4.1438, 6.8406, -1.4428], [6.2572, 5.1123, -0.5099], [5.2578, 6.1445, -11.5540], [6.9827, 6.5247, -11.4938], [4.9301, 4.7576, -10.5081], [4.3290, 7.5384, -10.9908], [4.7968, 5.7609, -13.2163], [-8.3601, -1.6319, -6.5548], [-8.6339, -3.2970, -6.0343], [-9.8137, -1.0109, -7.3435], [-7.9861, -0.6297, -5.1456], [-7.0060, -1.5832, -7.6835], [-3.8094, -0.9957, -10.9730], [-3.8097, -1.8987, -12.4913], [-2.5979, 0.2868, -11.0483], [-5.4051, -0.2808, -10.7127], [-3.4307, -2.0800, -9.6326], [7.0375, -5.8810, -0.4525], [6.3286, -6.5244, 1.0326], [8.6298, -5.2020, -0.0991], [7.1944, -7.1617, -1.6598], [5.9782, -4.6049, -1.0545], [-3.0900, -1.2612, -5.4443], [-3.9916, -2.4544, -4.5011], [-4.0860, -0.7218, -6.7936], [-2.6761, 0.1179, -4.4197], [-1.6065, -2.0001, -6.0646]],
  "forces_ev_per_a": [[0.4, -0.5, 0.1], [-0.7, -0.2, -0.5], [-0.1, 0.2, 0.3], [0.5, -0.4, 0.1], [0.4, -0.1, -0.3], [0.0, 0.2, 0.0], [-0.2, 0.3, 0.0], [-0.1, 0.1, -0.2], [-0.1, -0.2, 0.8], [-0.4, 0.0, 0.1], [1.0, 0.4, 0.2], [-1.3, -0.4, 0.0], [0.3, 0.4, 0.2], [0.0, 0.1, -0.2], [0.2, -0.4, 0.1], [-0.2, 0.2, 0.2], [0.3, -0.4, 0.1], [-0.1, 0.4, 0.3], [0.2, -0.2, -0.6], [0.4, -0.3, 0.9], [-0.1, 0.2, -0.1], [0.2, 0.1, -0.2], [0.2, -0.4, 0.1], [-1.2, -1.4, 1.4], [0.4, 1.0, -1.0], [-0.2, 0.0, 0.1], [0.2, -0.2, 0.3], [0.8, 1.2, -0.8], [-0.2, 0.0, 0.0], [-0.1, -0.5, 0.1], [-0.3, 0.4, -0.2], [0.7, -0.5, 0.5], [-0.2, 0.7, -1.1], [0.1, 0.0, 0.2], [0.4, -0.1, 0.7], [0.1, -0.1, 0.2], [-0.1, 0.1, 0.2], [-0.1, 0.2, -0.1], [-0.1, 0.1, 0.1], [-0.2, 0.2, -0.2], [0.1, 0.1, 0.0], [0.1, -0.1, 0.2], [-0.1, -0.1, 0.0], [0.1, 0.1, 0.0], [-0.1, 0.1, -0.2], [-0.2, 0.2, 0.1], [-0.2, 0.1, -0.1], [0.0, 0.0, 0.1], [0.0, 0.0, 0.0], [0.1, 0.0, -0.3], [0.0, 0.1, -0.1], [0.2, -0.1, -0.1], [0.0, 0.0, -0.2], [-0.4, -0.1, -0.1], [-0.3, 0.0, -0.3], [0.4, -0.2, 0.0], [0.4, 0.2, 0.0], [0.0, -0.1, 0.0], [-0.1, 0.0, -0.1], [0.0, 0.0, 0.1], [-0.1, 0.0, -0.3], [-0.1, -0.1, 0.1], [-0.1, -0.1, 0.1], [-0.1, 0.1, 0.2], [-0.1, 0.1, -0.3], [0.1, 0.2, -0.1], [-0.2, -0.1, -0.4], [0.0, 0.0, 0.1], [-0.2, 0.0, -0.2], [-0.1, -0.1, 0.3], [-0.1, 0.0, 0.0], [0.0, -0.1, -0.1], [0.0, 0.0, 0.1], [-0.2, 0.0, -0.2], [-0.3, 0.0, -0.1], [-0.1, -0.1, -0.1], [0.0, 0.0, 0.0], [0.0, 0.0, 0.0], [0.0, 0.4, -0.3], [0.0, 0.0, 0.0], [0.0, 0.0, 0.0], [0.0, 0.0, 0.0], [0.0, -0.4, 0.2], [0.0, 0.0, 0.0], [0.0, 0.0, 0.0], [0.0, 0.0, 0.0], [0.1, 0.1, 0.0], [0.0, 0.0, 0.0], [-0.1, -0.1, 0.0], [0.0, 0.0, 0.0], [-0.2, -0.4, -0.1], [-0.1, -0.1, 0.0], [-0.1, 0.2, 0.1], [0.2, 0.0, 0.1], [0.0, 0.0, 0.0], [0.0, 0.0, 0.0], [0.0, 0.0, 0.0], [-0.2, 0.0, -0.1], [0.0, 0.0, 0.0], [0.0, 0.0, 0.0], [0.0, 0.0, 0.0], [0.0, 0.0, 0.0], [0.0, 0.1, -0.1], [0.0, 0.0, -0.1], [0.1, -0.2, 0.4], [0.0, 0.0, 0.0], [0.0, 0.1, 0.0], [0.0, 0.2, 0.3], [0.0, 0.0, 0.0], [0.0, 0.0, 0.0], [0.0, 0.0, 0.0], [0.1, 0.2, 0.2], [-0.1, 0.0, -0.1], [0.2, -0.1, 0.0], [0.1, -0.2, -0.1], [-0.2, 0.1, -0.1], [0.0, 0.0, 0.0], [0.1, 0.1, -0.1], [0.0, 0.0, 0.0], [0.0, 0.0, 0.0], [0.0, 0.0, 0.0], [0.0, 0.0, 0.0], [0.0, 0.0, 0.0], [0.0, 0.3, -0.3], [0.0, 0.0, 0.0], [0.0, 0.0, 0.0], [0.0, 0.0, 0.0], [0.0, 0.0, 0.0], [0.0, 0.0, 0.0], [0.0, 0.0, 0.0], [-0.3, -0.1, -0.1], [0.0, 0.0, 0.0], [0.0, 0.0, 0.0], [0.0, 0.0, 0.0], [0.0, 0.0, 0.0], [0.0, -0.1, -0.3], [-0.1, -0.1, 0.0], [0.1, -0.3, -0.3], [0.0, 0.0, 0.0], [0.0, 0.1, 0.0], [0.2, -0.1, -0.1], [0.0, 0.0, 0.0], [0.0, 0.0, 0.0], [0.2, 0.2, 0.4], [0.0, 0.0, 0.0], [0.0, 0.0, 0.0]],
  "lowdin_charge": [-0.09, -0.26, -0.22, -0.19, -0.14, -0.14, 0.03, -0.14, -0.13, -0.17, -0.22, -0.25, -0.12, -0.03, -0.01, -0.14, -0.38, 0.85, -0.50, -0.19, -0.22, 0.02, -0.04, 0.11, -0.46, 0.21, 0.12, -0.47, 0.21, 0.14, -0.03, -0.10, -0.40, -0.13, -0.04, -0.24, 0.03, 0.06, 0.07, 0.06, 0.10, 0.10, 0.11, 0.11, 0.11, 0.07, 0.09, 0.12, 0.13, 0.11, 0.05, 0.06, 0.11, 0.10, 0.11, 0.11, 0.07, 0.07, 0.05, 0.07, 0.08, 0.06, 0.00, 0.06, 0.04, 0.07, 0.01, 0.13, 0.12, 0.09, 0.07, 0.01, 0.03, 0.07, 0.08, 0.08, -2.05, 0.53, 0.47, 0.53, 0.52, -2.05, 0.47, 0.53, 0.53, 0.52, -2.03, 0.52, 0.49, 0.54, 0.54, -2.03, 0.61, 0.51, 0.55, 0.52, -2.06, 0.49, 0.52, 0.52, 0.52, -2.02, 0.50, 0.53, 0.50, 0.55, -2.05, 0.51, 0.52, 0.54, 0.54, -2.01, 0.55, 0.62, 0.53, 0.52, -2.05, 0.53, 0.53, 0.54, 0.53, -2.05, 0.52, 0.47, 0.52, 0.52, -2.04, 0.53, 0.53, 0.51, 0.48, -2.05, 0.53, 0.53, 0.51, 0.50, -2.05, 0.49, 0.53, 0.53, 0.49, -2.03, 0.51, 0.47, 0.55, 0.53],
  "orbital_gap_ev": 7.02,
  "homo_ev": -8.54,
  "lumo_energy_ev": -1.5,
  "total_energy_ev": -772425.5965,
  "multiplicity": 1
}


Entry 2:
{
  "formula": "C43H39ClMnN4O7S2Sb",
  "method": "ωB97M-V/def2-TZVPD",
  "symbols": ["Mn", "O", "C", "O", "C", "C", "Cl", "N", "N", "C", "C", "O", "O", "C", "C", "C", "C", "C", "C", "H", "H", "H", "H", "H", "H", "C", "C", "N", "C", "C", "C", "S", "N", "C", "O", "C", "C", "C", "C", "C", "C", "H", "H", "H", "H", "H", "H", "H", "H", "H", "H", "H", "H", "H", "H", "H", "S", "Sb", "C", "C", "C", "C", "C", "C", "C", "C", "C", "C", "C", "C", "C", "C", "C", "C", "C", "C", "H", "H", "H", "H", "H", "H", "H", "H", "H", "H", "H", "H", "H", "H", "H", "C", "C", "O", "O", "H", "H", "H"],
  "xyz": [[-0.6315, 0.2008, -2.3303], [-2.5879, 5.8461, -1.4954], [-1.9602, 5.7398, -0.3353], [-1.5387, 6.7137, 0.2418], [-1.7898, 4.3607, 0.2186], [-1.3433, 4.0891, 1.4824], [-0.8273, 5.2131, 2.6537], [-1.2834, 2.7439, 1.6416], [-1.6735, 2.1123, 0.5006], [-1.9666, 3.0705, -0.3557], [-2.3838, 2.7034, -1.7615], [-3.0566, 3.5327, -2.3849], [-2.0361, 1.5748, -2.2737], [-0.9485, 1.9018, 2.7600], [-0.6818, 0.5728, 2.4895], [-0.3799, -0.2898, 3.5313], [-0.3447, 0.1588, 4.8408], [-0.6142, 1.4861, 5.0992], [-0.9198, 2.3649, 4.0700], [-2.8624, 4.9485, -1.8426], [-0.6996, 0.2261, 1.4661], [-0.1669, -1.3162, 3.3055], [-0.1047, -0.5202, 5.6492], [-0.5957, 1.8598, 6.1150], [-1.1449, 3.3879, 4.3091], [-5.1102, 1.3133, -4.0398], [-5.1796, -0.2027, -4.1234], [-4.7620, -0.8777, -2.8948], [-5.7711, -1.0988, -1.8596], [-5.7825, -0.0155, -0.7883], [-3.5073, -1.3192, -2.7098], [-2.3068, -1.1348, -3.9112], [-3.3008, -1.9595, -1.5484], [-2.2215, -1.8670, -0.8325], [-1.3472, -0.9281, -0.8432], [-2.0148, -2.9532, 0.1775], [-3.0696, -3.4723, 0.9184], [-2.8333, -4.4650, 1.8600], [-1.5454, -4.9562, 2.0466], [-0.4955, -4.4575, 1.2869], [-0.7316, -3.4515, 0.3590], [-5.4594, 1.7465, -4.9797], [-4.0835, 1.6387, -3.8801], [-5.7314, 1.7119, -3.2374], [-4.5309, -0.5460, -4.9251], [-6.1945, -0.5420, -4.3457], [-5.5583, -2.0574, -1.3900], [-6.7388, -1.1708, -2.3591], [-4.8052, 0.0444, -0.3070], [-6.5278, -0.2563, -0.0263], [-6.0204, 0.9659, -1.1969], [-4.0667, -3.0819, 0.7585], [-3.6542, -4.8589, 2.4466], [-1.3635, -5.7327, 2.7795], [0.5095, -4.8423, 1.4136], [0.0670, -3.0712, -0.2657], [1.1222, -1.2912, -2.4839], [2.1718, -0.8033, -0.1465], [2.6189, 0.3158, 1.7245], [2.6990, -0.2351, 3.0004], [3.0091, 0.5628, 4.1027], [3.2209, 1.9206, 3.9404], [3.1024, 2.4844, 2.6771], [2.7995, 1.6909, 1.5787], [3.9672, -0.0177, -1.0502], [4.0409, 0.3281, -2.3954], [5.2355, 0.7793, -2.9487], [6.3739, 0.8826, -2.1648], [6.3137, 0.5333, -0.8210], [5.1193, 0.0897, -0.2704], [3.0285, -2.7692, 0.1765], [3.4881, -3.2738, 1.3929], [4.0337, -4.5513, 1.4796], [4.1220, -5.3503, 0.3502], [3.6684, -4.8626, -0.8676], [3.1296, -3.5861, -0.9527], [2.4663, -1.2751, 3.1718], [3.0638, 0.1182, 5.0888], [3.4550, 2.5419, 4.7960], [3.2355, 3.5514, 2.5445], [2.6853, 2.1441, 0.6048], [3.1604, 0.2356, -3.0191], [5.2716, 1.0477, -3.9979], [7.3037, 1.2332, -2.5961], [7.1981, 0.6081, -0.1997], [5.0910, -0.1707, 0.7823], [3.4441, -2.6785, 2.2893], [4.3885, -4.9197, 2.4347], [4.5415, -6.3466, 0.4167], [3.7350, -5.4763, -1.7576], [2.7758, -3.2275, -1.9116], [2.0971, 3.2063, -2.3743], [1.1206, 2.0802, -2.1880], [0.5662, 1.6016, -3.2257], [0.8299, 1.6323, -1.0510], [2.8234, 2.9376, -3.1390], [2.6096, 3.4409, -1.4454], [1.5518, 4.0849, -2.7230]],
  "forces_ev_per_a": [[0.1, 0.1, 0.4], [0.1, 0.3, 0.3], [0.0, 0.0, -0.2], [0.0, 0.0, 0.1], [-0.2, 0.2, -0.5], [0.3, -0.1, 0.4], [0.0, -0.1, 0.1], [-0.2, -0.6, -0.1], [0.0, 0.6, 0.2], [0.1, -0.6, -0.1], [0.3, -0.8, -0.5], [-0.1, 0.0, 0.0], [-0.4, 0.9, 0.9], [-0.1, 0.5, -0.1], [0.2, -0.3, 0.0], [-0.2, 0.2, -0.1], [0.0, -0.2, 0.0], [-0.1, 0.2, 0.1], [-0.1, 0.0, 0.0], [-0.1, -0.2, -0.2], [0.0, -0.1, 0.0], [0.1, -0.4, -0.1], [0.0, 0.0, 0.0], [0.0, 0.0, 0.0], [0.0, 0.1, 0.0], [0.0, 0.0, -0.1], [0.0, -0.1, 0.0], [-0.1, -0.2, -0.2], [0.1, 0.1, 0.0], [0.0, 0.0, 0.1], [-0.2, 0.6, 0.2], [0.4, 0.0, -0.2], [0.0, -0.2, -0.1], [0.4, 0.5, 0.3], [-0.3, -0.5, -0.1], [0.0, 0.2, 0.0], [0.0, 0.0, 0.0], [0.1, 0.0, -0.1], [0.0, 0.0, 0.0], [0.0, 0.1, 0.0], [0.1, -0.1, 0.0], [0.0, 0.0, 0.0], [0.0, 0.0, 0.1], [0.0, 0.0, 0.0], [0.0, 0.0, 0.0], [0.0, 0.0, 0.0], [0.0, 0.0, 0.0], [0.0, 0.1, 0.0], [0.0, 0.0, 0.0], [0.0, 0.0, 0.0], [0.0, 0.0, 0.0], [0.0, 0.0, 0.0], [0.0, 0.0, 0.0], [0.0, 0.0, 0.0], [0.0, 0.0, 0.0], [0.0, 0.1, 0.0], [0.0, -0.3, 0.0], [0.1, 0.1, -0.3], [0.1, -0.1, 0.2], [0.0, 0.3, 0.0], [0.0, -0.2, -0.2], [0.0, 0.0, 0.0], [-0.1, 0.0, -0.1], [0.0, -0.1, 0.1], [0.0, 0.0, 0.0], [0.0, 0.0, 0.0], [0.0, 0.0, 0.0], [0.0, 0.0, 0.0], [0.0, 0.0, 0.0], [0.0, 0.0, 0.0], [0.0, 0.0, 0.0], [0.0, 0.0, -0.1], [-0.1, 0.0, 0.0], [0.0, 0.0, 0.0], [0.0, 0.0, 0.0], [0.0, 0.0, 0.0], [0.0, -0.1, 0.0], [0.0, 0.0, 0.0], [0.0, 0.0, 0.0], [0.0, 0.0, 0.0], [0.0, 0.0, -0.1], [0.0, 0.0, 0.0], [0.0, 0.0, 0.0], [0.0, 0.0, 0.0], [0.0, 0.0, 0.0], [0.0, 0.0, 0.0], [0.0, 0.1, 0.1], [0.0, 0.0, 0.0], [0.0, 0.0, 0.0], [0.0, 0.0, 0.0], [0.0, 0.0, 0.0], [0.0, 0.1, 0.0], [-0.2, -0.1, 0.3], [-0.2, -0.3, -0.1], [0.2, 0.1, -0.1], [0.0, 0.0, 0.0], [0.0, 0.0, 0.0], [0.0, 0.0, 0.0]],
  "lowdin_charge": [0.59, 0.11, -0.51, 0.05, -0.06, -0.57, 0.81, -0.03, 0.18, -0.12, -0.48, 0.05, -0.13, -0.16, -0.01, -0.08, -0.10, -0.09, -0.05, 0.04, 0.09, 0.10, 0.10, 0.10, 0.05, -0.07, -0.24, -0.11, -0.21, -0.06, -0.73, 0.68, 0.12, -0.43, -0.19, -0.13, -0.03, -0.09, -0.10, -0.07, -0.02, 0.08, 0.06, 0.06, 0.06, 0.11, 0.10, 0.11, 0.07, 0.07, 0.06, 0.11, 0.10, 0.09, 0.10, 0.07, 0.25, 1.43, -0.33, -0.15, -0.10, -0.10, -0.08, -0.13, -0.34, -0.15, -0.09, -0.10, -0.09, -0.13, -0.35, -0.12, -0.10, -0.10, -0.09, -0.15, 0.08, 0.10, 0.10, 0.10, 0.08, 0.04, 0.10, 0.09, 0.10, 0.10, 0.06, 0.10, 0.10, 0.10, 0.04, 0.02, -0.71, -0.11, -0.13, 0.08, 0.08, 0.09],
  "total_charge": -1,
  "orbital_gap_ev": [5.56, 6.84],
  "homo_ev": [-4.39, -5.60],
  "de_lowest_kcal_mol": 7.6,
  "lumo_energy_ev": [1.2, 1.2],
  "total_energy_ev": -137573.1468,
  "multiplicity": 6
}


Question: Number 2 is which compound?
Answer: C43H39ClMnN4O7S2Sb